# 1
{"formula": "C29H28LiN2O4P2Se", "method": "ωB97M-V/def2-TZVPD", "homo_ev": -4.68, "lumo_energy_ev": 2.3, "charge": -1, "gap_ev": 6.94, "e_above_lowest_kcal_mol": 0.16, "elements": ["Se", "P", "P", "O", "O", "O", "O", "N", "N", "C", "C", "C", "C", "C", "C", "C", "C", "C", "C", "C", "C", "C", "C", "C", "C", "C", "C", "C", "C", "C", "C", "C", "C", "C", "C", "C", "C", "C", "Li", "H", "H", "H", "H", "H", "H", "H", "H", "H", "H", "H", "H", "H", "H", "H", "H", "H", "H", "H", "H", "H", "H", "H", "H", "H", "H", "H", "H"], "xyz": [[3.4491, 0.6849, -2.5427], [0.8348, 0.3175, -0.5600], [-1.0956, -2.3723, -1.2743], [3.1194, -0.5942, -1.5673], [4.0028, 1.9010, -1.5810], [4.4713, 0.2613, -3.6979], [2.0332, 1.3006, -3.1192], [-0.0454, 5.5997, -1.3224], [1.2069, 3.9229, -0.6892], [1.4535, 0.5439, 2.1192], [-1.4502, 1.3181, 1.0123], [1.3559, -0.3491, 1.0495], [0.8801, 4.6834, -1.7102], [-0.1385, -3.8141, -0.6604], [-3.7773, -1.1344, 2.2909], [-2.5802, 2.1212, 1.1085], [0.1937, -1.0721, -1.5972], [2.0337, 0.1630, 3.3181], [1.4227, 4.5855, -3.0937], [-1.6715, -2.0259, 1.5315], [-0.7432, -4.7513, 0.1814], [-2.5215, -1.6587, 2.5644], [1.9113, -1.6176, 1.1940], [1.1140, -4.1240, -1.1953], [0.4626, 4.3498, 0.3828], [1.7583, -5.3050, -0.8593], [-3.3363, -1.3498, -0.0573], [-4.1833, -0.9746, 0.9745], [-2.0702, -1.8728, 0.2048], [-3.0867, 2.7627, -0.0099], [-0.0990, -5.9330, 0.5138], [-2.4498, 2.5985, -1.2356], [-0.3228, 5.3934, 0.0106], [-1.3140, 1.8124, -1.3247], [2.5591, -1.1147, 3.4575], [2.5013, -1.9983, 2.3902], [-0.7992, 1.1422, -0.2058], [1.1582, -6.2140, -0.0007], [2.2636, 2.3119, -1.2431], [1.9121, -2.2997, 0.3564], [2.0397, 5.4542, -3.3314], [-0.4751, 6.2868, -1.9130], [-3.9675, 3.3892, 0.0718], [1.0866, 1.5567, 1.9952], [2.7357, -5.5141, -1.2762], [-3.6489, -1.2319, -1.0887], [1.0908, -1.6001, -1.9148], [1.6125, -3.4353, -1.8662], [0.5321, 3.8700, 1.3440], [2.0963, 0.8677, 4.1390], [1.6651, -7.1338, 0.2637], [-4.4384, -0.8546, 3.1024], [3.0354, -1.4084, 4.3852], [-1.7279, -4.5515, 0.5839], [-1.0858, 0.8066, 1.8940], [-0.5855, -6.6398, 1.1757], [-2.1963, -1.7801, 3.5913], [-0.1600, -0.5473, -2.4872], [-0.6958, -2.4283, 1.7595], [-5.1613, -0.5654, 0.7523], [0.6117, 4.5242, -3.8213], [2.0259, 3.6818, -3.1856], [-3.0733, 2.2335, 2.0684], [-1.0375, 5.9881, 0.5509], [-2.8365, 3.0997, -2.1164], [-0.7887, 1.7214, -2.2730], [2.9339, -2.9875, 2.4832]], "forces_ev_per_angstrom": [[0.6, -1.1, -0.1], [-0.7, -0.1, 0.5], [0.1, 0.2, 0.1], [-0.2, -0.4, 0.1], [0.2, 0.5, 0.4], [0.5, 0.0, -0.7], [-0.6, 0.5, -0.1], [0.0, -0.1, 0.0], [0.1, 0.0, -0.2], [0.0, -0.1, 0.0], [0.0, -0.1, -0.1], [0.1, 0.0, 0.0], [-0.1, 0.1, 0.1], [-0.1, -0.1, -0.1], [0.0, 0.0, 0.0], [0.0, 0.0, 0.1], [0.1, 0.0, 0.0], [0.0, 0.0, 0.0], [0.0, 0.0, 0.1], [-0.1, 0.1, 0.0], [0.1, 0.1, 0.0], [0.1, 0.0, 0.1], [-0.1, 0.0, 0.0], [0.0, 0.0, 0.1], [0.0, 0.1, 0.0], [0.0, 0.0, 0.0], [0.1, 0.0, 0.0], [0.0, 0.0, 0.0], [0.0, 0.0, -0.1], [0.0, 0.0, 0.0], [0.0, 0.0, 0.0], [-0.1, 0.0, 0.0], [0.0, 0.0, 0.1], [0.0, -0.1, 0.0], [0.0, 0.0, 0.0], [0.0, -0.1, 0.0], [0.1, 0.2, 0.0], [0.0, 0.0, 0.0], [-0.3, 0.3, 0.0], [0.0, 0.0, 0.0], [0.0, 0.0, 0.0], [0.0, 0.0, -0.1], [0.0, 0.0, 0.0], [0.0, 0.0, 0.1], [0.0, 0.0, 0.0], [0.0, 0.0, 0.0], [0.1, 0.1, -0.2], [0.0, 0.0, 0.0], [0.0, 0.0, 0.0], [0.0, 0.0, 0.0], [0.0, 0.0, 0.0], [0.0, 0.0, 0.0], [0.0, 0.0, 0.0], [0.0, 0.0, 0.0], [0.0, 0.0, 0.0], [0.0, 0.0, 0.0], [0.0, 0.0, 0.0], [0.1, 0.0, -0.1], [0.1, 0.0, 0.0], [0.0, 0.0, 0.0], [0.0, 0.0, 0.0], [0.0, 0.0, -0.1], [0.0, 0.0, 0.0], [0.0, 0.0, 0.0], [0.0, 0.0, 0.0], [0.0, 0.0, 0.0], [0.0, 0.0, 0.0]]}



# 2
{"formula": "C29H28N3O", "method": "ωB97M-V/def2-TZVPD", "homo_ev": -9.50, "lumo_energy_ev": -5.0, "charge": 1, "gap_ev": 4.46, "e_above_lowest_kcal_mol": 0.00, "elements": ["O", "N", "N", "N", "C", "C", "C", "C", "C", "C", "C", "C", "C", "C", "C", "C", "C", "C", "C", "C", "C", "C", "C", "C", "C", "C", "C", "C", "C", "C", "C", "C", "C", "H", "H", "H", "H", "H", "H", "H", "H", "H", "H", "H", "H", "H", "H", "H", "H", "H", "H", "H", "H", "H", "H", "H", "H", "H", "H", "H", "H"], "xyz": [[3.4199, 1.9712, 3.1602], [-0.5461, 1.7901, 3.7420], [3.2653, 2.5652, 0.9477], [2.4908, 0.7245, -4.3445], [-0.2345, -1.7520, -1.0872], [-2.1600, 0.7883, 5.3739], [0.5880, -1.5095, -6.7200], [-1.4973, -3.4779, 0.0950], [2.3094, 0.5690, -2.9889], [3.3941, 1.7236, -4.9265], [1.4584, -0.4482, -6.3749], [1.7384, -0.2544, -5.0116], [-0.3312, -2.7342, -0.0880], [-2.6411, -3.2080, -0.6696], [0.7613, 2.1807, 3.5814], [-0.9474, 2.2989, 7.4299], [-2.6191, -2.0572, -1.4640], [1.2096, -1.2400, -1.4258], [1.2841, 2.6637, 2.3952], [-1.2562, 1.6188, 2.5730], [-0.4760, 2.3591, 6.1088], [-0.8425, 2.2861, 1.4136], [2.7591, 2.3990, 2.2227], [-2.0294, 1.4439, 7.7274], [-2.6492, 0.6969, 6.6986], [-1.0889, 1.6378, 5.0710], [-0.0339, -2.2839, -5.7307], [1.4752, -0.5316, -2.7303], [1.0814, -1.0392, -4.0101], [0.3709, 3.0018, 1.3719], [0.2330, -2.0751, -4.3766], [-3.8168, -4.1650, -0.6964], [-1.4461, -1.3095, -1.6381], [-3.6563, -4.9997, 0.0060], [-2.1438, 0.9569, 2.6651], [-4.0071, -4.6108, -1.6958], [-0.7493, -3.0492, -6.0236], [4.4570, 1.5297, -4.6877], [3.1675, 2.7213, -4.5214], [-2.4464, 1.4030, 8.7512], [-2.6159, 0.1931, 4.5864], [-1.4062, 2.1782, 0.4644], [4.1092, 2.0056, 0.7589], [3.2999, 1.7656, -6.0201], [1.8286, 0.2198, -7.1557], [-1.5414, -4.2859, 0.8308], [-4.7368, -3.6384, -0.3956], [2.9109, 1.1759, -2.3322], [2.6701, 2.7211, 0.1591], [-3.5285, 0.0796, 6.9548], [1.3787, 1.9856, 4.4403], [-3.5433, -1.7387, -1.9436], [-1.4593, -0.3894, -2.2168], [0.7639, 3.3589, 0.4271], [0.3434, -1.7148, -7.7714], [0.5428, -2.9648, 0.5264], [-0.1795, -2.7022, -3.5999], [1.8965, -2.1330, -1.3400], [1.5725, -0.6360, -0.6249], [0.3616, 3.0121, 5.9028], [-0.5120, 2.9234, 8.2257]], "forces_ev_per_angstrom": [[-0.8, 0.5, -1.1], [0.9, 0.6, -2.0], [0.5, -0.8, 1.0], [-0.2, -0.2, -0.6], [0.5, 0.3, 0.6], [-0.2, 0.0, 0.3], [0.4, 0.9, 0.2], [-0.2, 0.2, 0.0], [-0.7, -1.7, 0.0], [0.1, 0.1, 0.1], [-0.5, -0.6, -0.2], [-0.5, 0.4, 0.3], [0.0, -0.3, -0.3], [0.3, -0.2, -0.3], [-0.8, -0.4, 0.5], [-0.6, -0.6, -0.3], [0.2, 0.2, 0.3], [-0.3, -0.9, -0.1], [-1.0, 0.0, 0.0], [-0.5, 0.4, 0.5], [-0.2, 0.2, 0.4], [-0.4, -0.1, -0.2], [1.3, 0.2, 0.0], [-0.2, 0.2, -0.4], [0.6, 0.5, 0.0], [0.0, -0.5, 1.5], [0.2, -0.1, 0.5], [0.6, 0.8, 0.0], [0.9, 0.7, -0.5], [0.7, -2.5, 0.4], [-0.1, -0.2, -0.8], [-0.3, 0.0, 0.3], [0.3, -0.2, 0.0], [-0.1, 0.3, -0.3], [0.6, 0.9, -0.3], [0.3, 0.4, 0.5], [0.3, 0.0, 0.0], [-0.5, -0.2, -0.1], [-0.1, -0.3, -0.2], [0.4, 0.0, -0.7], [0.0, 0.1, 0.2], [0.2, 0.1, 1.0], [-0.6, 0.7, 0.2], [-0.1, -0.1, 0.4], [0.1, -0.3, 0.3], [0.2, 0.2, -0.3], [0.2, -0.2, -0.1], [-0.1, 0.0, 0.2], [-0.2, 0.0, -0.1], [0.7, 0.3, -0.4], [0.3, 0.1, 0.0], [0.2, 0.0, -0.1], [0.0, -0.3, -0.3], [-0.5, 0.5, 0.1], [0.2, 0.3, 0.5], [-0.1, -0.1, -0.3], [-0.3, 0.0, -0.1], [-0.8, 0.6, -0.4], [0.1, 0.8, 0.8], [-0.1, 0.1, 0.0], [-0.1, -0.4, -0.6]]}



> Which formula does entry 2 have?

C29H28N3O